Entry 1:
{"formula": "C2HNO2", "method": "ωB97M-V/def2-TZVPD", "elements": ["O", "O", "N", "C", "C", "H"], "xyz": [[-1.33546, 0.41623, -0.56349], [-1.13333, 0.51745, 0.81720], [1.36966, -1.80575, -0.14142], [0.76488, -0.84558, 0.02226], [-0.09750, 0.34307, -0.02101], [0.43176, 1.37458, -0.11356]], "forces_ev_per_angstrom": [[-1.1, -0.9, -2.8], [-1.1, -0.3, 3.4], [0.2, 0.1, 0.3], [-1.0, 0.0, -0.7], [3.0, 3.4, 0.1], [-0.1, -2.2, -0.2]], "lowdin_charge": [0.07, 0.06, 0.19, -0.09, -0.41, 0.19], "orbital_gap_ha": 0.435, "fmax_ev_per_a": 4.54, "relative_energy_kj_mol": 465.33, "e_tot_ha": -281.87788, "smiles": "N#CC1OO1", "total_charge": 0, "spin_multiplicity": 1}



Entry 2:
{"formula": "C26H54O21PS5Tl", "method": "ωB97M-V/def2-TZVPD", "elements": ["Tl", "S", "S", "S", "S", "S", "P", "O", "O", "O", "O", "O", "O", "O", "O", "O", "O", "O", "O", "O", "O", "O", "O", "O", "O", "O", "O", "O", "C", "C", "C", "C", "C", "C", "C", "C", "C", "C", "C", "C", "C", "C", "C", "C", "C", "C", "C", "C", "C", "C", "C", "C", "C", "C", "H", "H", "H", "H", "H", "H", "H", "H", "H", "H", "H", "H", "H", "H", "H", "H", "H", "H", "H", "H", "H", "H", "H", "H", "H", "H", "H", "H", "H", "H", "H", "H", "H", "H", "H", "H", "H", "H", "H", "H", "H", "H", "H", "H", "H", "H", "H", "H", "H", "H", "H", "H", "H", "H"], "xyz": [[2.09022, 2.75229, 0.37183], [0.31866, 4.44847, -2.95043], [-1.03024, 5.21312, 1.27046], [5.66976, 0.39848, -0.06318], [3.63674, 0.36564, 3.41004], [-2.82674, -5.01080, -1.24942], [0.05316, 0.23439, 0.25987], [2.48963, -4.14277, 1.34558], [-3.43463, -1.71003, 5.87358], [0.59106, -4.46003, 2.39861], [3.23126, 1.75037, 2.89433], [1.58556, -0.04643, 0.07025], [-3.32218, 0.43637, 4.78261], [0.08103, 1.13074, 1.54636], [4.65740, 1.31289, 0.58714], [0.30639, 5.03584, 0.54850], [-5.36101, -0.34428, -0.99401], [-5.08384, 0.97084, 0.67838], [-0.01717, 1.29340, -0.84243], [1.77367, -1.74699, -4.22591], [-3.80908, -5.69138, -2.18441], [1.48006, 3.76428, -2.25667], [-0.90852, -1.01395, 0.09762], [-1.77320, -1.12512, 4.46373], [2.39245, -5.60047, 2.94388], [0.64685, -3.19489, -5.57020], [-7.19161, 0.30131, 0.24368], [-0.43253, -1.80206, -4.15200], [0.30956, -3.34951, 1.57975], [-2.06937, -3.58787, -2.08786], [-2.02333, 3.67105, 0.90234], [-1.91916, 6.50441, 0.35656], [2.14512, -0.70878, 3.56385], [-2.95606, -0.89710, 5.11166], [4.82398, -0.57092, -1.39286], [1.45209, -0.74846, -3.33240], [2.13462, 0.49055, -3.78877], [-3.40559, 0.36047, -2.36905], [-1.50274, -0.08832, 3.55068], [-3.78921, 0.79450, 0.11484], [1.86602, -4.78317, 2.30510], [1.66556, -3.17771, 0.83225], [-0.95222, 3.17794, -3.44589], [1.64111, -3.30178, -0.71325], [0.80493, 4.84746, -4.65461], [0.69050, -2.34898, -4.70920], [4.13590, 0.52277, 5.19812], [-2.04130, 2.35964, 4.36298], [-3.92519, -0.12990, -0.99994], [-0.14375, -0.67137, -3.33133], [-5.96467, 0.22544, 0.02438], [-1.26949, -6.06132, -1.02224], [-2.49532, 0.99019, 3.81242], [5.76226, -0.99921, 1.18349], [-3.82968, 1.34596, -2.56154], [-1.42547, 2.22753, 5.25258], [-1.56593, -7.10525, -0.92010], [4.29251, -0.40224, 5.75303], [-3.06294, 0.50798, 0.87545], [0.05016, -2.47127, 2.17094], [-2.94751, 2.91841, 4.59673], [-1.58325, -2.91050, -1.38575], [-2.97120, 6.58940, 0.62877], [-2.78358, -2.97535, -2.63815], [5.48897, -1.36887, -1.72325], [-3.43799, -1.07243, -0.75018], [-1.50536, 2.97888, 3.64366], [-1.44167, 7.44357, 0.63599], [-3.12141, 1.23399, 2.95412], [2.49203, -1.74140, 3.52589], [-0.53040, 0.34758, 3.78011], [-0.55469, -6.10940, -1.84371], [1.16123, -4.23049, -1.02194], [-1.20247, -3.90478, -2.66764], [-0.80970, 2.66140, -4.39509], [5.05693, 1.09947, 5.28316], [-3.04388, 3.80782, 1.25993], [-3.37914, 1.74460, -0.22760], [0.95769, 3.97591, -5.29112], [1.59685, -0.45905, 4.47222], [4.66057, 0.21098, -2.13450], [1.76116, 1.30248, -3.16477], [1.64299, -0.58919, 2.60381], [-0.84003, -5.57579, -0.14592], [-0.41139, 0.32883, -3.67202], [2.11843, 0.78961, -4.83682], [3.28842, 1.00648, 5.68383], [5.94056, -0.54560, 2.15845], [-1.53577, 2.81607, 1.37072], [-1.84300, 3.79574, -3.55958], [-1.06592, 2.50065, -2.59945], [2.10907, -2.19661, 1.00209], [3.77833, -0.84353, -1.25002], [-1.77095, 6.23342, -0.68876], [2.61153, -3.19226, -1.19741], [6.56478, -1.66239, 0.86065], [1.78848, 5.31289, -4.71858], [-0.50851, -3.46807, 0.86925], [-3.51943, -0.37323, -3.16706], [0.08424, 5.51655, -5.12474], [-1.60431, -0.38406, 2.50649], [1.06568, -2.42389, -1.00698], [-1.98361, 3.58280, -0.18336], [3.20984, 0.40127, -3.63383], [-2.33722, 0.55725, -2.27968], [-0.44238, -0.81701, -2.29321], [1.75122, -0.94452, -2.30275], [4.79976, -1.50961, 1.14884]], "forces_ev_per_angstrom": [[0.6, 0.6, 0.2], [0.6, -1.0, -0.1], [0.8, -0.8, 0.3], [-1.4, -1.2, 1.4], [0.3, 0.8, -0.4], [-0.6, -1.1, -0.6], [-1.7, -2.9, 1.1], [1.3, 0.2, -0.1], [0.4, 2.6, -1.8], [-1.6, 0.3, 0.3], [-0.1, -1.6, 1.4], [-1.0, 0.0, -0.4], [-1.7, -2.9, 2.1], [-0.5, -1.2, -1.2], [0.5, -0.2, -1.0], [-1.4, 0.1, 0.4], [-0.1, -1.5, -1.5], [1.0, 0.5, 1.2], [0.1, 0.1, -0.7], [0.6, -1.8, -0.4], [1.5, 0.8, 0.7], [-0.9, 0.3, -0.9], [2.7, 3.8, 0.8], [-0.7, -0.4, 0.0], [1.1, -2.1, 2.0], [0.3, 1.1, 1.6], [4.1, -1.0, -0.7], [-0.7, 0.4, -0.1], [0.7, 0.9, -1.0], [1.1, 0.0, 0.1], [0.4, 1.4, -0.4], [0.1, -0.6, 0.0], [1.0, 0.4, -0.2], [0.6, 0.0, 0.6], [0.0, 1.4, 0.0], [-1.4, 1.7, 0.4], [0.9, 1.2, 0.5], [-0.1, 0.2, 1.1], [1.1, 0.7, -0.4], [1.2, 2.1, 1.5], [-0.1, -0.7, -0.1], [-0.5, 1.6, -2.5], [0.1, 0.9, 0.3], [-0.8, 0.6, 0.9], [0.7, -0.1, -0.6], [-1.2, -0.7, -1.5], [-0.9, 0.1, -0.2], [0.0, -0.5, -0.2], [-0.2, -1.8, -1.5], [3.0, -0.7, 0.4], [-4.4, 1.8, 0.1], [-0.7, 0.6, -0.6], [-0.7, 2.1, 0.1], [0.2, 0.6, -1.2], [-0.4, -0.2, -0.5], [0.0, 0.1, 0.1], [-0.3, 0.3, 0.7], [-0.1, -0.4, -0.6], [-0.3, -0.5, 0.1], [0.1, -0.1, 0.2], [0.0, -0.1, 0.3], [-0.3, 0.0, 0.7], [0.0, -0.3, 0.0], [-0.1, -0.5, -0.2], [-0.2, 0.1, -0.1], [-0.2, -0.2, -0.2], [0.2, -0.3, -0.1], [0.2, -0.1, -0.2], [0.0, -0.3, -0.3], [0.2, 0.0, 0.6], [0.3, -0.6, -0.4], [-0.1, 0.7, -0.3], [0.0, 0.1, -0.1], [-0.5, -0.2, -0.7], [0.5, 0.0, 0.2], [-0.3, 0.2, -0.3], [0.0, 0.0, 0.0], [-0.5, 0.4, -0.1], [-0.5, -0.4, 0.2], [-0.3, -0.1, -0.3], [0.7, -0.1, -0.5], [0.2, 0.4, -0.1], [-0.3, 0.5, 0.4], [0.2, -0.6, 0.2], [-0.6, -0.4, -0.6], [-0.9, -0.4, -0.2], [0.2, 0.4, 0.1], [0.1, -0.1, -0.3], [0.1, 0.3, 0.1], [-0.2, -0.1, 0.1], [0.0, 0.1, -0.1], [0.0, 0.2, 0.4], [0.2, -0.6, 1.0], [-0.1, 0.4, -0.1], [0.2, -0.2, 0.4], [0.0, -0.1, 0.2], [-0.1, 0.4, 0.7], [-0.1, -0.6, 0.2], [-0.4, 0.2, 0.0], [-0.2, -0.1, 0.2], [0.4, -0.6, 0.2], [-0.4, -0.3, -0.4], [-0.1, -0.2, -0.1], [0.0, 0.0, 0.3], [0.1, -0.2, 0.3], [-0.6, -0.2, -0.3], [0.4, -0.5, -0.2], [0.1, 0.1, 0.1]], "lowdin_charge": [1.10, 0.86, 0.85, 0.89, 0.85, 0.85, 0.08, 0.12, 0.16, 0.11, -0.63, -0.15, 0.06, -0.25, -0.68, -0.66, 0.12, 0.09, -0.16, 0.11, -0.57, -0.66, -0.31, 0.07, 0.20, 0.16, 0.11, 0.05, -0.08, -0.27, -0.23, -0.24, -0.21, -0.43, -0.24, -0.34, -0.01, 0.01, -0.14, -0.13, -0.65, -0.33, -0.24, 0.01, -0.26, -0.53, -0.22, 0.00, -0.29, -0.07, -0.55, -0.22, -0.36, -0.24, 0.09, 0.09, 0.05, 0.05, 0.11, 0.11, 0.09, 0.01, 0.06, 0.06, 0.06, 0.14, 0.06, 0.05, 0.13, 0.06, 0.11, 0.05, 0.08, 0.04, 0.05, 0.05, 0.07, 0.11, 0.05, 0.06, 0.02, 0.07, 0.00, 0.02, 0.11, 0.10, 0.05, 0.02, 0.01, 0.05, 0.01, 0.11, 0.03, 0.04, 0.09, 0.05, 0.06, 0.11, 0.09, 0.06, 0.10, 0.04, 0.04, 0.07, 0.04, 0.08, 0.10, 0.04], "orbital_gap_ha": 0.096, "fmax_ev_per_a": 4.75, "relative_energy_kj_mol": 0.00, "e_tot_ha": -5107.67551, "total_charge": 0, "spin_multiplicity": 1}